1.
The following is a DFT calculation (wB97M-V/def2-TZVPD) of C2H2BrIO as an isolated structure.

Calculated values
Kohn-Sham gap (spin up / spin down) ... 0.2540 / 0.2541 Eh
E_HOMO (spin up / spin down) ... -10.2 / -10.2 eV
Relative energy (zero: lowest compared OMol25 entry of this formula, charge and spin) ... 175.4 kJ/mol
E_tot ... -3024.273636 a.u.
LUMO (spin up / spin down) ... -3.29 / -3.29 eV

```
! wB97M-V def2-TZVPD RIJCOSX def2/J DEFGRID3
* xyz 0 1
I -3.057 0.258 -0.205
Br 1.466 1.946 0.729
O 1.750 -0.154 -0.975
C -0.313 -0.436 0.091
C 0.959 0.212 -0.177
H -0.351 -1.258 -0.572
H -0.454 -0.568 1.109
*
```

2.
The following is a DFT calculation (wB97M-V/def2-TZVPD) of H28HeO14 as an isolated structure.

Calculated values
Kohn-Sham gap ... 0.3366 Eh
E_HOMO ... -9.6 eV
Relative energy (zero: lowest compared OMol25 entry of this formula, charge and spin) ... 15.0 kJ/mol
E_tot ... -1073.083810 a.u.
LUMO ... -0.46 eV

```
! wB97M-V def2-TZVPD RIJCOSX def2/J DEFGRID3
* xyz 0 1
O -1.190 2.517 -0.840
O 1.000 -2.717 -0.977
O 1.780 -1.591 -3.317
O 1.454 2.455 -1.578
O 1.013 1.068 -3.951
O -1.809 -2.564 -0.408
O 0.237 2.130 3.234
O -2.222 2.286 1.680
O 3.058 1.386 0.313
O -2.953 -2.142 -2.945
O 1.579 -0.076 2.196
O 4.099 -1.292 0.070
O -1.085 -1.138 2.371
O -3.772 -0.138 2.307
He -0.230 0.002 -0.089
H 0.689 -0.425 2.239
H -1.882 -0.623 2.502
H -1.278 -1.985 2.771
H -2.503 -2.337 -2.123
H 1.464 -1.850 -2.451
H -2.753 3.056 1.880
H 1.400 -3.526 -0.658
H -1.467 2.209 0.023
H -2.503 -2.678 -3.598
H 3.932 -0.363 -0.092
H 0.844 1.545 2.781
H -2.509 -3.133 -0.087
H 2.734 -1.592 -3.234
H 1.123 0.161 -3.666
H 2.073 -0.601 2.826
H 0.081 -2.785 -0.718
H 2.473 0.835 0.832
H 0.338 2.972 2.791
H 0.532 2.413 -1.328
H -3.599 0.665 1.815
H 1.315 1.591 -3.208
H -1.786 -1.838 0.216
H -1.545 2.278 2.357
H -3.750 0.134 3.225
H -1.885 2.230 -1.432
H 2.474 1.876 -0.267
H 3.284 -1.729 -0.178
H 1.745 3.317 -1.282
*
```